Record 1
# C3H4O3

A single C3H4O3 molecule in a non-equilibrium geometry (wB97M-V/def2-TZVPD, OMol25).

XYZ file:
```
10
Properties=species:S:1:pos:R:3:forces:R:3
H 0.18270 -1.15804 1.14755 0.5 -0.2 0.7
H -1.35133 1.95255 -0.78928 0.2 0.6 0.4
O -2.17782 -0.48418 0.09790 5.5 1.1 -2.1
O 0.43070 1.62425 0.28208 -2.4 1.1 -0.4
C -0.63158 1.32707 -0.24109 1.4 -0.6 -0.5
H 1.95100 0.36585 0.31235 -0.7 -0.2 0.1
H 0.49182 -2.08065 -0.44003 -1.0 2.8 1.3
C 0.35035 -1.00417 0.09904 1.8 -1.1 -2.8
O 1.72544 -0.39451 -0.23771 -2.4 -1.8 0.2
C -0.97127 -0.14816 -0.23081 -3.0 -1.7 3.1
```
Positions in Å, forces in eV/Å.

Output
Frontier orbital gap, Ha: 0.3241
Energy, Eh: -342.33545
Net charge: 0
Structure (SMILES): O=CC(=O)CO
HOMO level, eV: -9.93

=====

Record 2
# C23H34BrN3PdSb2

A molecular structure, C23H34BrN3PdSb2 in a non-equilibrium geometry (wB97M-V/def2-TZVPD, OMol25).

XYZ file:
```
64
Properties=species:S:1:pos:R:3:forces:R:3
H -0.18970 5.58197 2.29278 0.0 0.1 0.0
H -1.52623 5.67237 1.14389 0.0 0.0 0.0
C 2.82008 0.47236 -3.33465 0.1 -0.1 0.4
C -3.63866 1.81985 -0.65896 0.6 0.0 -0.1
H -3.63956 -1.32687 0.90244 -0.1 0.1 0.1
N -0.81004 1.74335 1.17433 0.1 -1.2 -0.6
C -1.69503 0.19949 2.86440 0.2 -0.2 0.0
C -1.22542 3.75933 2.03395 -0.1 -0.4 0.1
N -0.71025 3.07073 0.99247 -0.1 0.3 0.0
H -3.75682 1.87146 0.42149 0.1 -0.1 0.0
H -2.57739 -5.85960 -0.32681 0.0 -0.1 0.0
H -0.28286 3.45856 0.16483 0.0 -0.1 0.1
H 3.92812 0.93424 -5.09257 0.0 0.0 -0.1
C -3.32566 -0.23475 -3.21739 0.7 0.0 0.1
H -4.90000 -0.91666 -0.29032 -0.1 0.0 0.2
H -2.97695 0.57910 -3.84478 0.1 0.1 0.0
H 4.89102 0.84591 -2.91054 0.1 0.0 0.0
H -5.41625 -2.26396 -2.12581 -0.1 0.1 -0.1
C -1.69011 2.81274 2.93038 0.1 0.1 -0.3
C -4.86259 -4.31491 -2.27714 0.3 -0.4 0.0
H -1.50985 0.13650 3.93582 0.0 0.0 0.0
H -1.03626 -0.52756 2.34551 -0.5 0.3 0.4
C 1.61230 0.10770 -2.74014 0.4 0.1 -0.1
H -2.15577 2.99279 3.87747 -0.1 0.1 0.2
H 0.43143 -5.23149 -0.64418 -0.1 -0.1 0.1
H -2.99940 -1.18343 -3.63076 0.0 -0.1 0.0
C 2.89959 0.75617 -4.79381 0.0 0.0 -0.2
H 2.31513 1.64610 -5.02865 0.0 0.0 -0.1
C 3.92821 0.58594 -2.49520 -0.4 0.0 -0.1
C 0.83946 -3.58381 2.18816 0.2 0.6 -0.2
H -5.56244 -4.51954 -3.07108 -0.1 0.0 -0.1
H -1.84820 5.60138 2.88327 0.0 0.0 0.0
C -3.93022 -1.38831 -0.14241 0.5 1.3 -0.3
Br 2.17340 -0.07191 1.22928 -0.3 -0.2 -0.3
H -2.74245 -0.05970 2.69280 0.1 -0.1 0.0
C -3.91914 -2.75317 -0.68262 0.3 -1.2 -0.2
H -4.60979 1.79639 -1.14190 -0.1 -0.1 -0.1
H 0.54188 -4.61738 2.34242 -0.1 0.0 -0.1
H 2.49744 -0.06953 -5.37786 0.0 0.0 -0.1
C -4.04908 -5.33285 -1.77778 -0.3 0.3 -0.3
C -2.23791 -3.62095 1.00484 1.3 0.6 0.2
C -1.41117 1.57007 2.35351 0.2 0.1 -0.2
C 0.44995 -4.22609 -1.05298 -0.1 0.5 0.2
H -4.40784 -0.20724 -3.16274 -0.1 0.0 0.2
H 0.71974 -0.03580 -3.34028 0.0 0.0 0.0
Pd -0.34536 -0.28521 0.07288 0.1 1.1 0.7
C -3.18754 -5.06738 -0.73619 0.0 0.3 0.1
H -2.00892 -4.57867 1.46256 0.0 0.0 0.2
Sb -0.21122 -2.84772 0.46224 -1.3 -1.0 -0.3
H -3.09751 2.69911 -0.99747 0.0 0.1 0.0
C 3.79854 0.38937 -1.12799 -0.1 -0.1 0.4
H 1.91244 -3.53869 2.01602 0.0 0.0 0.0
H 1.46815 -3.97112 -1.33936 0.0 0.0 0.0
H -0.19756 -4.16563 -1.92512 -0.1 0.0 0.1
C 2.53932 0.08836 -0.64756 -0.1 0.1 -1.0
C -3.11428 -3.79742 -0.15539 -0.8 0.3 -1.0
N 1.47728 -0.07081 -1.43225 0.6 0.2 0.6
H 4.63249 0.48092 -0.45293 0.2 0.0 0.0
Sb -2.58067 0.03553 -1.21305 -1.5 -1.3 1.1
H 0.59372 -2.99288 3.06969 0.0 0.0 -0.1
H -2.62956 -2.93806 1.75699 0.1 0.0 0.1
H -4.10127 -6.32350 -2.19948 0.0 -0.1 0.0
C -1.20341 5.23740 2.08892 0.1 0.2 0.0
C -4.77918 -3.04763 -1.74405 0.2 0.0 0.3
```
Positions in Å, forces in eV/Å.

Output
Frontier orbital gap (spin up / spin down), Ha: 0.1931 / 0.1930
Energy, Eh: -4242.91083
Net charge: +2
HOMO level (spin up / spin down), eV: -13.24 / -13.24

=====

Record 3
# C2H6IN2O

2 unconnected molecules or ions with the total composition C2H6IN2O in a non-equilibrium geometry (wB97M-V/def2-TZVPD, OMol25).

XYZ file:
```
12
Properties=species:S:1:pos:R:3:forces:R:3
C -1.48201 -0.11905 -0.63694 -3.1 -0.9 1.3
I 4.08491 -0.25477 -0.29354 0.1 -0.1 0.0
H -2.21432 0.63271 -0.29825 0.7 0.4 0.8
O 1.59759 1.25837 0.77698 -1.2 -0.4 -1.0
H -0.61783 -1.51327 1.19357 -0.3 -1.3 0.7
H -2.13090 -1.05394 -0.35517 1.9 1.3 -0.8
H 0.69428 1.64631 -0.93982 -0.5 -0.2 0.3
H 1.08697 -0.84384 1.34703 -1.4 -0.4 0.0
N 0.63299 1.07005 -0.09190 1.4 -0.1 0.4
C -0.17468 -0.02446 0.02943 -0.4 -0.1 0.8
N 0.13364 -0.93835 0.92276 2.0 2.4 -1.0
H -1.61065 0.14026 -1.65415 0.8 -0.4 -1.5
```
Positions in Å, forces in eV/Å.

Output
Frontier orbital gap (spin up / spin down), Ha: 0.3472 / 0.2399
Expectation value of S²: 2.01
2S+1: 3
Energy, Eh: -561.87421
Net charge: +1
HOMO level (spin up / spin down), eV: -13.61 / -13.25

=====

Record 4
# C9H24AlF2N3O4P

A molecular structure, C9H24AlF2N3O4P in a non-equilibrium geometry (wB97M-V/def2-TZVPD, OMol25).

XYZ file:
```
44
Properties=species:S:1:pos:R:3:forces:R:3
H 4.98606 -1.84272 -2.09088 0.6 -0.8 0.2
H 4.10551 -2.03811 -0.56310 0.0 0.1 -0.1
H 5.35672 1.50904 -1.19916 0.0 0.0 0.1
H 3.47409 0.36953 -4.60012 -0.2 -0.8 -0.2
C -5.70878 -0.94924 6.14330 0.2 -0.9 1.4
Al -1.83864 -4.63448 2.29830 -0.3 0.1 0.1
H 2.72878 1.64794 -3.76908 -0.5 0.5 -0.3
C 0.64919 -0.96658 -3.56143 1.4 -0.2 1.1
H 1.70160 0.68832 -4.96338 0.6 0.6 -0.4
O -4.55284 -0.57232 3.79230 -1.1 1.2 0.1
H 5.92173 0.33682 -2.40731 0.0 0.0 0.1
O -6.25545 0.84638 3.26213 -1.2 -0.7 0.4
C 5.04405 0.83812 -1.99928 -0.8 -0.4 -0.7
C -5.79975 1.02060 1.93537 1.5 0.4 0.0
H 2.51346 3.28827 0.10113 0.3 0.1 -0.8
C 0.58580 1.98732 -1.28570 0.3 -0.7 0.7
H -6.61330 0.97593 1.21132 -0.1 0.5 0.4
P 2.39126 -0.02467 -1.51352 -1.0 -0.6 0.5
H 0.09257 1.36336 -2.03102 0.3 0.3 -0.3
N 4.09781 -0.19333 -1.54436 -0.7 2.0 0.5
O -6.38974 -0.31599 5.08414 0.3 0.7 -0.5
F -4.60395 -3.38678 -1.07088 0.3 0.0 0.2
H 2.27713 1.97535 1.07925 -0.1 -0.8 0.0
H 0.05073 1.73180 -0.37109 -0.4 0.3 0.2
C 2.50094 0.68319 -4.22236 -1.0 -0.3 1.6
O 1.73554 -1.01303 -0.59324 1.0 0.6 -1.2
H -5.25497 1.95087 2.09624 -0.2 0.4 -1.4
H -5.06211 0.27679 1.63411 -0.1 -0.2 0.3
N 1.89137 -0.15247 -3.13628 -0.7 -0.6 -0.4
H -0.17215 -0.35935 -3.94193 0.3 0.5 0.0
H 5.68783 -1.24174 -0.55505 -0.1 0.4 -0.1
H -5.41036 -1.98836 6.00460 0.2 0.1 -1.0
H -6.40507 -1.08460 6.97092 -0.2 0.7 -0.1
C -5.61919 -0.00317 4.02293 0.9 -2.6 0.3
C 2.68905 2.21251 0.09834 -0.9 -0.5 -0.5
C 4.77036 -1.38321 -1.12630 -0.8 -1.2 -0.2
H 4.57910 1.39538 -2.81254 0.2 0.3 0.2
H -4.83430 -0.38770 6.47209 -0.1 0.1 -0.1
H 3.74940 1.96132 0.07255 -0.2 0.2 0.0
N 1.96512 1.55106 -1.04673 1.8 0.4 0.0
H 0.88175 -1.72553 -4.30843 0.4 0.3 -0.2
H 0.51782 3.05799 -1.47840 0.1 -0.1 -0.1
H 0.27540 -1.53302 -2.70849 0.1 0.3 0.2
F -2.69961 -5.87148 6.62103 0.1 0.1 -0.3
```
Positions in Å, forces in eV/Å.

Output
Frontier orbital gap, Ha: 0.0506
Energy, Eh: -1605.39190
Net charge: +1
HOMO level, eV: -11.54

=====

Record 5
# C2H9NO

2 unconnected molecules or ions with the total composition C2H9NO in a non-equilibrium geometry (wB97M-V/def2-TZVPD, OMol25).

XYZ file:
```
13
Properties=species:S:1:pos:R:3:forces:R:3
H 1.00944 -0.84409 2.24082 -0.9 0.9 -0.7
H 1.95006 -1.40613 -0.70637 0.6 0.6 0.6
N -2.04695 1.40230 -1.26813 0.5 -0.6 2.5
H -2.84270 1.56724 -0.64108 0.7 0.9 0.7
H -0.67886 -0.10753 1.69183 0.2 0.7 1.1
H 1.58203 0.18318 -1.38390 0.5 0.0 -0.5
C 1.84815 -0.32750 -0.46999 -1.9 0.6 0.9
O 0.59880 -0.08018 0.24683 0.6 0.3 -0.8
H 2.63199 0.28892 0.02885 0.0 -1.2 -0.3
H -2.63549 0.83790 -1.82789 0.2 -1.5 -1.7
H -1.39941 0.76597 -0.67533 -1.3 1.1 -1.5
H -0.22747 -1.60915 1.31132 -0.3 -2.1 -0.6
C 0.21041 -0.67092 1.45304 1.0 0.2 0.3
```
Positions in Å, forces in eV/Å.

Output
Frontier orbital gap, Ha: 0.3972
Energy, Eh: -211.52279
Net charge: 0
Structure (SMILES): COC.N
HOMO level, eV: -9.82